Entry 1:
12
Properties=species:S:1:pos:R:3:forces:R:3 method="wB97M-V/def2-TZVPD" total_charge=+1 multiplicity=2 e_homo_ev="-15.8 / -15.7" de_lowest_ev=1.2889 homo_lumo_gap_ev="11.323 / 6.515" e_lumo_ev="-4.457 / -9.157"
O -1.6332 1.0485 0.1027 -0.260 0.720 -0.053
C -1.3688 -0.0891 0.2547 0.109 -0.363 -0.022
C 0.0849 -0.6313 0.0303 -0.499 -1.563 0.170
N 0.5533 -1.4485 1.0768 1.212 1.350 -0.301
H -2.1331 -0.8520 0.4739 0.096 -0.135 0.095
H 0.7712 0.2431 -0.0781 0.037 0.344 -0.028
H 0.0758 -1.2058 -0.9017 0.210 0.177 -0.012
H 0.6800 -0.9888 1.9745 -0.437 -0.130 0.382
H 1.3617 -2.0349 0.8786 -0.408 -0.708 -0.152
H 0.9785 2.5239 -1.6716 -0.016 -0.549 0.359
H -0.1370 1.7578 -0.9064 -0.166 0.531 -0.154
O 0.7667 1.6771 -1.2335 0.123 0.326 -0.284

Entry 2:
12
Properties=species:S:1:pos:R:3:forces:R:3 method="wB97M-V/def2-TZVPD" total_charge=+1 multiplicity=2 e_homo_ev="-15.7 / -15.7" de_lowest_ev=0.9787 homo_lumo_gap_ev="11.630 / 6.191" e_lumo_ev="-4.102 / -9.535"
C -1.3005 0.2373 0.1367 -0.004 -0.478 2.661
C -0.4752 -0.9561 -0.4170 3.969 5.112 0.982
N 0.8256 -0.5504 -0.5366 -3.604 -4.274 -0.963
O -0.8292 -2.0611 -0.7249 -1.433 -2.181 -0.484
H -1.8038 0.7202 -0.6177 -1.106 0.757 -2.397
H -0.5881 1.0316 0.5465 -0.769 -1.459 -0.141
H -2.1221 -0.0685 0.8354 1.125 0.006 -0.331
H 1.1173 0.2977 -0.2588 0.850 3.910 1.465
H 1.5001 -1.1623 -0.8938 1.039 -1.140 -0.629
H 1.7023 2.1447 2.0572 -1.201 1.145 -3.330
H 1.6712 3.1271 0.6409 -0.737 -1.975 1.752
O 1.2540 2.3206 1.1160 1.870 0.577 1.415

Entry 3:
13
Properties=species:S:1:pos:R:3:forces:R:3 method="wB97M-V/def2-TZVPD" total_charge=-1 e_homo_ev=-3.3 de_lowest_ev=0.0000 homo_lumo_gap_ev=7.753 e_lumo_ev=4.410 smiles="CN=[P@](C)([O-])O"
C 1.6944 -1.1664 0.0981 0.195 -0.080 -0.083
N 0.5686 -0.7454 -0.6829 -0.919 0.553 0.273
P -0.7323 -0.2194 0.0881 0.166 0.708 -0.403
C -0.7912 1.6666 0.2463 0.184 -0.987 0.029
O -1.1921 -0.7874 1.3853 0.034 0.021 0.179
O -1.8857 -0.3743 -1.0778 -0.032 0.164 0.317
H 2.1915 -2.0051 -0.4130 0.113 0.040 0.171
H 1.4222 -1.5067 1.1081 0.087 -0.064 0.017
H 2.4550 -0.3717 0.2159 0.064 -0.093 0.038
H -1.8125 1.9830 0.4464 -0.102 -0.011 0.043
H -0.1582 1.9660 1.0787 0.084 0.056 0.103
H -0.4319 2.1405 -0.6646 0.020 -0.020 -0.109
H -1.3279 -0.5797 -1.8287 0.107 -0.288 -0.575

Entry 4:
14
Properties=species:S:1:pos:R:3:forces:R:3 method="wB97M-V/def2-TZVPD" total_charge=+1 multiplicity=3 e_homo_ev="-10.5 / -14.4" homo_lumo_gap_ev="5.425 / 7.672" e_lumo_ev="-5.034 / -6.743"
C -0.0923 -0.0159 0.8159 1.845 1.904 2.158
C 1.0036 1.0652 0.4785 1.796 -2.158 0.919
N 0.3971 1.9027 -0.4635 -1.193 1.862 0.871
O -1.1700 0.1505 0.2099 -2.586 -0.368 -1.152
O 0.4251 -3.0183 0.5720 0.316 -1.332 -2.153
P 0.1254 -2.3940 1.9479 0.431 1.068 0.590
S -1.8640 -2.7068 1.9478 -0.757 -0.243 1.166
H 1.8999 0.6294 0.0711 0.338 -0.831 -0.331
H 1.4678 1.5727 1.3526 -1.181 -0.085 -0.205
H 0.5610 2.8612 -0.1870 -0.271 0.142 -0.896
H -1.1037 1.0663 -0.2811 0.399 -0.740 0.351
H 0.4662 1.6635 -1.4224 0.675 0.160 -0.806
H 1.1272 -3.5476 0.1614 0.014 0.324 0.541
H -1.9875 -2.7259 3.3359 0.175 0.297 -1.054

Entry 5:
13
Properties=species:S:1:pos:R:3:forces:R:3 method="wB97M-V/def2-TZVPD" e_homo_ev="-9.0 / -9.0" de_lowest_ev=3.8608 homo_lumo_gap_ev="8.783 / 8.771" e_lumo_ev="-0.236 / -0.236"
C -1.0547 -0.0220 0.6129 -3.365 -0.862 -1.217
C -0.5292 -1.3304 0.0076 3.122 0.624 1.086
N 2.5947 0.9111 -0.9124 -0.226 -0.980 -2.861
O 2.4298 -0.2096 1.2875 -0.263 -0.264 0.355
O 0.5403 -1.2429 -0.9581 2.145 1.583 1.845
S 2.4820 -0.5437 -0.1100 -2.091 0.763 -1.493
H -0.6611 0.8217 0.1013 0.311 0.764 -0.532
H -2.2710 -0.0222 0.4358 2.974 0.207 0.472
H -0.9267 0.1021 1.6495 0.410 0.028 1.319
H -1.2732 -1.6232 -0.6247 -2.236 -1.731 -1.296
H -0.2118 -2.0831 0.7792 -0.808 0.523 -0.528
H 2.6440 1.8938 -0.6857 -0.219 -0.319 1.230
H 2.4238 0.8408 -1.9511 0.248 -0.334 1.621

Entry 6:
13
Properties=species:S:1:pos:R:3:forces:R:3 method="wB97M-V/def2-TZVPD" e_homo_ev=-9.4 de_lowest_ev=3.8596 homo_lumo_gap_ev=9.850 e_lumo_ev=0.409
C 1.8073 -1.1161 -0.9183 1.061 -1.512 -2.043
C -1.6761 0.5057 -0.5958 -1.072 -1.789 2.217
N 0.7114 -0.6358 -0.5700 -0.956 -1.011 0.697
O 1.1855 1.7761 -0.3870 -0.049 0.166 0.321
O -0.8938 0.8394 0.5876 -0.212 0.724 -0.537
S 0.6664 0.7182 0.4777 1.593 0.669 -0.759
H 1.9024 -2.0568 -1.5940 -0.764 1.411 1.148
H 2.7867 -0.6773 -0.8028 0.351 0.489 0.699
H -0.5169 -0.4811 3.3515 0.029 0.043 -0.015
H -1.7921 -0.5671 -0.3228 -0.490 0.519 -1.558
H -1.2518 0.7122 -1.5479 0.742 0.139 -0.484
H -2.6265 1.0040 -0.4850 -0.147 0.291 0.064
H -0.3023 -0.0213 2.8068 -0.086 -0.139 0.248

Entry 7:
13
Properties=species:S:1:pos:R:3:forces:R:3 method="wB97M-V/def2-TZVPD" e_homo_ev=-9.3 de_lowest_ev=2.5590 homo_lumo_gap_ev=10.248 e_lumo_ev=0.927
C -1.6747 -2.1289 1.1896 -0.963 -1.109 1.680
C 1.8111 1.8025 -1.0097 -1.672 0.849 -2.449
N -1.3182 -1.5881 0.1228 1.348 -0.310 -0.034
O 0.7567 0.1445 0.7222 0.152 0.566 -1.955
O -0.8144 1.5137 -0.6765 -2.627 2.070 0.123
S 0.3269 0.7064 -0.8763 3.732 -2.042 1.501
H -0.9446 -2.7078 1.8669 -0.969 0.948 -1.187
H 0.3168 -0.7261 0.7513 0.020 0.224 -0.145
H -2.7452 -2.1011 1.5362 0.964 -0.095 -0.079
H 1.5393 2.7120 -1.6442 0.001 -1.240 0.860
H 2.1569 2.1257 -0.0948 0.437 0.637 2.226
H 2.6215 1.3304 -1.5246 0.302 -0.754 -0.313
H -2.0320 -1.0831 -0.3629 -0.726 0.256 -0.229

Entry 8:
14
Properties=species:S:1:pos:R:3:forces:R:3 method="wB97M-V/def2-TZVPD" e_homo_ev=-8.9 de_lowest_ev=2.6751 homo_lumo_gap_ev=9.109 e_lumo_ev=0.245
C -3.5257 0.1217 0.5724 0.958 1.672 0.861
C 3.1676 0.6216 -0.4682 2.460 1.375 -0.582
N -2.3104 0.4113 0.8373 -1.273 0.210 -0.161
O 0.0469 -0.2837 -1.1715 -0.566 0.289 0.987
O -1.5965 -1.8120 -0.3401 -0.761 -1.040 -0.026
S 2.8607 -0.8997 0.5101 0.569 0.871 -0.100
S -0.6205 -0.8278 0.0054 1.568 -0.029 -1.250
H -3.6771 -0.5464 -0.2624 -0.330 -0.354 0.014
H -4.3524 0.6510 1.1149 0.513 -0.839 -0.604
H 2.3300 -1.7535 -0.3650 0.028 0.217 -0.469
H 4.1103 0.7700 -1.1637 -1.401 -1.249 1.590
H 3.2827 1.4653 0.2419 0.053 -0.788 0.168
H 2.4170 1.0141 -1.0999 -1.539 -0.474 -0.541
H -2.1324 1.0683 1.5889 -0.278 0.139 0.113

Entry 9:
14
Properties=species:S:1:pos:R:3:forces:R:3 method="wB97M-V/def2-TZVPD" e_homo_ev=-8.9 de_lowest_ev=0.7679 homo_lumo_gap_ev=9.434 e_lumo_ev=0.553 smiles="NC=O.OSCS"
N -1.5367 0.9186 0.2726 0.108 0.112 0.442
C -2.0515 0.3899 -0.8376 -0.279 0.672 0.005
O -1.7139 -0.6695 -1.3292 0.065 -0.516 -0.275
H -1.8382 1.8083 0.6323 -0.093 -0.071 -0.169
H -0.8063 0.4085 0.7711 0.003 0.078 -0.122
H -2.8252 1.0180 -1.3071 0.004 -0.086 -0.019
O 0.1554 -2.2332 -0.1894 -0.230 -0.397 -0.279
S 0.8419 -1.1894 0.8472 0.568 0.360 -0.265
C 2.0935 -0.3804 -0.2314 -0.262 -0.161 0.573
S 2.6737 1.1430 0.5659 -0.220 -0.045 -0.230
H -0.5844 -1.7852 -0.6802 0.277 0.108 0.279
H 1.6140 -0.1016 -1.1681 0.052 0.010 -0.001
H 2.9295 -1.0568 -0.3997 -0.123 0.026 -0.132
H 3.0579 0.5604 1.7009 0.132 -0.091 0.193

Entry 10:
13
Properties=species:S:1:pos:R:3:forces:R:3 method="wB97M-V/def2-TZVPD" e_homo_ev=-10.7 de_lowest_ev=4.4296 homo_lumo_gap_ev=10.516 e_lumo_ev=-0.196 smiles="C[SiH](C)[N+](=O)[O-]"
C 0.7462 -1.4474 0.5470 -1.141 2.397 0.278
Si -0.1524 -0.1397 -0.6427 3.788 -0.335 0.536
C 0.6952 1.5675 -0.3438 -1.697 -1.892 0.170
N -1.8249 -0.1129 0.1472 0.065 -0.751 1.143
O -2.5624 0.6556 -0.4273 -0.909 0.420 -0.239
O -2.0693 -0.6803 1.2216 0.029 0.770 -1.455
H 1.1921 -2.2872 0.0855 0.450 -0.803 -0.497
H 1.4176 -0.9898 1.3224 -0.371 -0.179 -1.057
H -0.1329 -1.7197 1.1226 0.004 -0.675 0.180
H 0.1374 -0.4221 -2.1464 -1.104 -0.054 1.147
H 0.3773 1.9846 0.5890 0.287 0.084 0.859
H 1.7258 1.3054 -0.4106 0.915 0.072 0.265
H 0.4503 2.2860 -1.0644 -0.315 0.946 -1.330

How do the records compare in electronic energy? In the order shown, they have -7762.6189, -7762.9291, -17064.2614, -27884.9606, -18604.5320, -18604.5332, -18605.8338, -29441.0527, -29442.9600, -15647.4526 eV.